# 1
Molecular formula: C17H30MnN3O4P
Method: DFT, ωB97M-V/def2-TZVPD

Output
Calculated total energy: -2621.55283 a.u.
⟨S²⟩: 3.872
LUMO energy (alpha / beta): -16.685 / -17.570 eV
Spin multiplicity: 4
Charge: +4

XYZ file:
```
56
Properties=species:S:1:pos:R:3:mulliken_charge:R:1
Mn -0.03870 0.46585 0.74807 0.277
C -1.80897 0.23279 0.43987 0.489
O -2.96686 0.09273 0.47290 -0.117
C -0.22799 2.19945 1.08785 -0.084
O -0.36144 3.31038 1.41324 -0.107
C 1.78507 0.63346 0.90473 0.708
O 2.91422 0.88048 1.09780 -0.134
C -1.35693 1.35327 -2.49605 0.553
P 0.08324 0.64048 -1.53645 0.548
H 0.69409 -1.13855 -3.01153 0.728
H -2.17414 0.64641 -2.27784 0.628
C 1.54832 1.28803 -2.50561 0.292
H 1.20612 1.21361 -3.55190 0.528
C -1.19236 1.42896 -4.02069 -1.761
H -0.88457 0.47890 -4.47328 0.436
H -0.48639 2.21560 -4.32101 0.439
H -2.17171 1.69460 -4.44463 0.451
C -1.75133 2.72789 -1.94536 -1.270
H -1.01268 3.49353 -2.21466 0.289
C 0.82094 -1.98998 -1.00517 -1.060
H -1.86974 2.72338 -0.85706 0.281
H -2.71239 3.00839 -2.39662 0.473
C -1.29048 -1.72073 -2.40691 -1.490
H 0.37978 -1.84133 0.00670 0.225
H 0.71737 -3.05750 -1.24154 0.368
H 1.88993 -1.74715 -0.94019 0.219
C 0.09931 -1.15274 -2.08201 0.169
H -1.19725 -2.80529 -2.55077 0.478
H -1.70008 -1.29860 -3.33287 0.367
H -2.01963 -1.55041 -1.60059 0.283
C 2.82646 0.45144 -2.36626 -1.236
H 3.15126 0.38036 -1.32015 0.209
H 3.61779 0.95623 -2.93816 0.470
H 2.70989 -0.55639 -2.77937 0.348
C 1.82384 2.76143 -2.18226 -1.239
H 2.01084 2.91412 -1.10955 0.288
H 1.00477 3.42258 -2.48780 0.213
H 2.72520 3.07458 -2.72807 0.485
H -0.05534 -5.08255 -0.52359 0.043
H -0.05650 -5.17954 0.21987 -0.006
C 0.71426 0.42662 6.02440 -0.881
N 0.16974 -0.35408 4.92484 -0.021
C -0.48162 -1.50424 5.20926 -0.190
C -0.99834 -2.23619 4.18561 -0.915
C -0.83354 -1.74989 2.86763 1.129
N -0.18788 -0.60516 2.57785 -0.023
C 0.31976 0.14414 3.63498 0.263
O 0.88773 1.24040 3.46310 -0.554
N -1.33257 -2.47029 1.84625 -0.059
H -0.10044 0.69353 6.70924 0.417
H 1.17957 1.31897 5.60953 0.338
H 1.45029 -0.18745 6.55837 0.413
H -0.53622 -1.75532 6.27814 0.587
H -1.54577 -3.15217 4.36207 0.514
H -1.84987 -3.31716 2.05224 0.352
H -1.52804 -2.05987 0.95345 -0.155
```

# 2
Molecular formula: C17H30N4O5S
Method: DFT, ωB97M-V/def2-TZVPD

Output
Calculated total energy: -1659.23234 a.u.
LUMO energy: 0.625 eV
Charge: 0
ΔE to the lowest compared entry with this formula, charge and spin: 8.8 kJ/mol
Structure (SMILES): CCOC(=O)N1CCN(C(=O)C2CCN(S(=O)(=O)N3CCCC3)CC2)CC1

XYZ file:
```
57
Properties=species:S:1:pos:R:3:mulliken_charge:R:1
C -1.04254 5.73547 6.89577 -1.118
C -0.37407 5.92623 5.54201 -0.267
H 0.62356 6.35681 5.65112 0.319
H -0.99102 6.56850 4.90535 0.322
O -0.16210 4.68082 4.87806 -0.402
C -1.23062 4.17306 4.22619 0.615
O -2.30119 4.72415 4.12259 -0.662
N -0.94909 2.95649 3.70314 0.259
C -1.91243 2.29739 2.85214 -1.364
H -2.34139 1.42904 3.36514 0.271
H -2.71565 3.01011 2.65278 0.458
C -1.25092 1.86168 1.54712 -0.294
N -0.14148 0.96655 1.82669 0.373
C 0.56379 0.26872 0.89849 0.007
O 1.53324 -0.39202 1.22686 -0.681
C 0.05442 0.33695 -0.53627 0.463
C 1.18506 0.13450 -1.55598 -1.333
C 1.69277 -1.30805 -1.58640 -1.051
N 0.62356 -2.27302 -1.73721 0.108
S 0.07369 -2.44291 -3.29924 1.341
O -0.06336 -1.19511 -3.99485 -0.788
O -1.07725 -3.29685 -3.25254 -0.757
N 1.42549 -3.21176 -3.92768 -0.110
C 1.49088 -4.60044 -3.50976 -0.710
H 1.03401 -4.68353 -2.52597 0.285
H 2.54508 -4.88236 -3.44286 0.494
C 0.75862 -5.42028 -4.59079 -0.528
H -0.21329 -5.74247 -4.22419 0.220
H 1.33885 -6.29963 -4.86726 0.339
C 0.59328 -4.45006 -5.77278 -0.567
H 0.91555 -4.88334 -6.71785 0.432
H -0.44802 -4.14321 -5.86059 0.248
C 1.44682 -3.23760 -5.38008 -0.816
H 1.06124 -2.29109 -5.75289 0.400
H 2.48600 -3.36253 -5.69859 0.373
C -0.40889 -2.13286 -0.73276 -1.457
C -1.02660 -0.73523 -0.75768 -0.637
H -1.80710 -0.66981 0.00303 0.523
H -1.47780 -0.58069 -1.74043 0.388
H -1.16576 -2.88799 -0.94776 0.525
H 0.04841 -2.33503 0.24015 0.470
H 2.36587 -1.45451 -2.43148 0.451
H 2.21356 -1.53715 -0.65388 0.552
H 2.01853 0.79803 -1.32020 0.464
H 0.79941 0.38416 -2.54541 0.436
H -0.37918 1.32513 -0.71264 0.744
C 0.33619 0.96349 3.19842 -1.067
H 1.33709 0.52651 3.18818 0.482
C 0.38050 2.37860 3.75617 -0.458
H 0.72913 2.36501 4.79228 0.454
H 1.08069 2.98952 3.17262 0.287
H -0.30839 0.33321 3.82070 0.225
H -0.89390 2.75559 1.01793 0.269
H -1.99848 1.36445 0.92456 0.479
H -1.13087 6.69512 7.39674 0.394
H -0.45493 5.06242 7.51577 0.291
H -2.03618 5.31622 6.75883 0.306
```

# 3
Molecular formula: C17H30NO3S
Method: DFT, ωB97M-V/def2-TZVPD

Output
Calculated total energy: -1344.22513 a.u.
LUMO energy: -3.138 eV
Charge: +1
ΔE to the lowest compared entry with this formula, charge and spin: 0.0 kJ/mol

XYZ file:
```
52
Properties=species:S:1:pos:R:3:mulliken_charge:R:1
C 0.06983 -3.48076 -0.51834 -1.260
C -1.05482 -2.99588 0.39032 -0.253
C -2.21220 -2.38297 -0.39437 -0.631
C -3.33510 -1.90646 0.52583 -0.598
C -4.38905 -1.08022 -0.21584 -0.968
C -3.97167 0.37701 -0.43056 -0.205
C -4.15778 1.21929 0.83230 -0.514
C -3.58014 2.63197 0.70688 -0.907
C -2.10126 2.72496 1.06073 -0.555
H -1.78145 3.77097 1.08357 0.330
H -1.89566 2.26443 2.03122 0.389
O -1.28783 2.07358 0.06192 -0.298
C -0.32341 1.28714 0.45492 1.232
O 0.01826 1.02741 1.57623 -0.606
C 0.40417 0.66598 -0.76754 -0.826
N 1.74917 0.34340 -0.37668 0.399
C 1.98937 -0.58886 0.53179 -0.179
S 3.60787 -0.68246 0.98960 -0.128
C 3.98726 0.61136 -0.09979 0.873
C 2.86951 1.05664 -0.73979 0.330
C 2.77985 2.16973 -1.72238 -1.760
H 2.39022 1.81785 -2.67709 0.369
H 2.12951 2.96045 -1.35025 0.355
H 3.76152 2.59855 -1.89307 0.377
C 5.38517 1.11626 -0.20472 -0.638
H 5.52810 1.91202 0.53242 0.269
H 5.57983 1.52375 -1.19624 0.385
C 6.38712 0.00002 0.09598 -0.665
O 6.04231 -0.52447 1.36051 -0.501
H 6.62909 -1.25102 1.59617 0.297
H 6.32565 -0.77823 -0.67678 0.376
H 7.40253 0.41007 0.10421 0.389
H 1.21662 -1.22265 0.92395 0.468
H 0.38020 1.35526 -1.60883 0.316
H -0.13736 -0.24804 -1.03420 -0.198
H -4.10033 3.30031 1.39405 0.415
H -3.73148 3.00659 -0.30623 0.323
H -3.69992 0.72014 1.68848 0.237
H -5.22665 1.29396 1.03706 0.427
H -4.57930 0.81019 -1.22739 0.403
H -2.93157 0.41915 -0.75803 -0.051
H -4.58462 -1.54923 -1.18184 0.368
H -5.32299 -1.09293 0.34792 0.383
H -3.80986 -2.77971 0.97524 0.412
H -2.90925 -1.31529 1.33974 0.233
H -1.84735 -1.54219 -0.99303 0.356
H -2.60726 -3.12344 -1.09209 0.330
H -1.42883 -3.83977 0.97161 0.447
H -0.67735 -2.25792 1.10642 0.225
H 0.88888 -3.89421 0.06599 0.346
H -0.29742 -4.25919 -1.18189 0.430
H 0.45987 -2.67256 -1.13810 0.250
```